Record 1
Computed, not measured: a structure of composition C32H27CoFIN4O7, with the ωB97M-V functional and the def2-TZVPD basis.

ORCA input file:
```
! wB97M-V def2-TZVPD RIJCOSX def2/J DEFGRID3
* xyz 0 5
Co -0.02 0.21 -1.48
C 2.95 -2.85 -0.39
C 1.77 -3.42 -1.13
N 1.83 -4.64 -1.60
C 0.81 -5.14 -2.30
C -0.33 -4.44 -2.59
C -1.41 -5.08 -3.42
O -1.81 -4.22 -4.48
C -0.44 -3.12 -2.10
C -1.59 -2.30 -2.36
N -1.63 -1.03 -2.19
C -2.83 -0.33 -2.43
C -4.00 -0.64 -1.73
C -5.15 0.09 -1.95
C -5.16 1.13 -2.87
C -4.01 1.44 -3.58
C -2.85 0.71 -3.35
I -1.10 1.04 -4.46
C 0.61 -2.60 -1.31
O 0.53 -1.45 -0.72
H 3.43 -3.63 0.20
H 2.65 -2.03 0.24
H 3.68 -2.48 -1.12
H 0.94 -6.16 -2.65
H -2.28 -5.32 -2.78
H -1.03 -6.03 -3.81
H -2.13 -4.75 -5.22
H -2.48 -2.79 -2.76
H -3.97 -1.43 -1.00
H -6.05 -0.15 -1.40
H -6.06 1.70 -3.04
H -4.00 2.24 -4.31
C 2.36 3.61 4.33
C 0.84 3.77 4.19
C 0.09 3.57 5.50
C 0.22 2.13 5.97
C -0.23 1.19 4.88
C -0.72 -0.06 5.18
C -1.14 -0.92 4.17
F -1.58 -2.14 4.51
C -1.13 -0.54 2.86
C -0.66 0.74 2.53
C -0.67 1.15 1.13
O -1.19 0.41 0.26
C -0.08 2.42 0.86
C 0.38 3.19 1.88
N 0.32 2.84 3.18
C -0.18 1.60 3.53
C 0.12 2.94 -0.55
O 0.52 4.08 -0.70
O -0.20 2.13 -1.50
H 2.72 4.24 5.15
H 2.86 3.90 3.41
H 2.62 2.57 4.54
H 0.64 4.77 3.82
H -0.97 3.80 5.33
H 0.47 4.26 6.25
H -0.37 1.96 6.87
H 1.26 1.91 6.23
H -0.79 -0.39 6.21
H -1.46 -1.19 2.06
H 0.82 4.15 1.65
O 2.07 0.83 -0.43
C 2.54 0.63 -1.55
C 3.97 0.79 -2.00
C 3.92 0.33 -3.46
C 2.42 0.14 -3.75
O 1.94 -0.06 -4.84
N 1.74 0.24 -2.56
H 4.63 0.20 -1.37
H 4.26 1.84 -1.90
H 4.40 -0.63 -3.61
H 4.34 1.04 -4.17
*
```

Summary:
LUMO (spin up / spin down) ... -0.20 / -1.73 eV
E_HOMO (spin up / spin down) ... -8.205 / -8.167 eV
Frontier orbital gap (spin up / spin down) ... 8.0 / 6.4 eV



Record 2
Computed, not measured: a structure of composition C30H48Cl2EuN3O6Si, with the ωB97M-V functional and the def2-TZVPD basis.

ORCA input file:
```
! wB97M-V def2-TZVPD RIJCOSX def2/J DEFGRID3
* xyz -1 8
C 0.31 3.51 -2.20
C 1.13 3.78 -0.98
H -0.19 4.42 -2.57
H -0.43 2.72 -2.01
H 0.98 3.15 -3.00
C 1.38 4.98 -0.43
C 0.93 6.29 -0.98
H 1.99 5.04 0.48
H 0.26 6.19 -1.84
H 1.80 6.88 -1.30
H 0.43 6.87 -0.20
Eu -0.46 -0.28 0.43
Cl -2.13 0.21 -1.56
C 2.06 -0.31 2.52
O 0.82 -0.19 2.63
N 2.89 -0.52 3.54
C 2.39 -0.62 4.90
C 4.33 -0.67 3.35
H 2.57 -0.23 1.54
H 1.31 -0.70 4.88
H 2.69 0.25 5.49
H 2.84 -1.51 5.36
H 4.52 -0.70 2.27
H 4.65 -1.61 3.82
H 4.88 0.17 3.80
H -2.03 -5.74 1.66
H -1.79 -6.10 -0.60
C -2.59 -4.80 1.54
C -2.34 -5.20 -0.90
N -2.33 -4.26 0.21
H -2.28 -4.08 2.28
C -1.97 -2.98 0.10
O -1.70 -2.26 1.09
H -1.84 -4.73 -1.75
H -1.91 -2.57 -0.93
H -3.66 -5.03 1.66
H -3.36 -5.48 -1.18
H -1.76 3.71 -0.06
H -0.42 4.79 2.06
C -2.44 3.28 0.69
C -1.26 4.33 2.61
N -1.74 3.13 1.96
H -2.81 2.31 0.34
C -1.58 1.92 2.53
O -1.96 0.85 2.02
H -0.93 4.07 3.62
H -1.05 1.95 3.50
H -3.27 3.98 0.83
H -2.07 5.07 2.68
O 0.52 1.83 0.22
C 1.59 2.47 -0.32
C 2.38 2.94 2.05
C 2.70 2.62 0.73
H 1.33 3.07 2.32
C 3.41 3.07 2.99
H 2.01 1.88 -1.17
C 4.02 2.43 0.32
H 3.15 3.36 4.01
C 4.74 2.86 2.59
C 5.05 2.56 1.26
H 4.20 2.21 -0.74
H 5.53 2.98 3.33
H 6.09 2.43 0.94
Si -5.28 -0.24 -4.26
Cl -4.50 1.69 -4.52
C -6.43 -0.10 -2.80
C -3.74 -1.29 -4.22
C -6.37 -0.89 -5.69
H -5.95 0.44 -1.99
H -6.72 -1.10 -2.44
H -7.36 0.43 -3.08
H -7.31 -0.33 -5.81
H -6.64 -1.93 -5.45
H -5.85 -0.90 -6.65
H -3.10 -0.83 -3.45
H -3.21 -1.27 -5.18
H -3.93 -2.33 -3.94
O 1.14 -2.59 1.15
C 1.44 -2.53 -0.07
O 1.06 -1.61 -0.88
C 2.24 -3.67 -0.63
C 2.57 -3.74 -1.99
C 3.21 -4.88 -2.49
C 3.54 -5.94 -1.62
C 3.27 -5.83 -0.25
C 2.64 -4.69 0.25
H 2.30 -2.90 -2.63
H 3.44 -4.93 -3.55
H 4.01 -6.84 -2.02
H 3.54 -6.63 0.45
H 2.42 -4.56 1.30
*
```

Summary:
LUMO (spin up / spin down) ... 2.52 / 2.52 eV
E_HOMO (spin up / spin down) ... -1.755 / -4.740 eV
Frontier orbital gap (spin up / spin down) ... 4.3 / 7.3 eV



Record 3
Computed, not measured: a cluster of 3 separate species, C5H16N2O5PS in total, with the ωB97M-V functional and the def2-TZVPD basis.

ORCA input file:
```
! wB97M-V def2-TZVPD RIJCOSX def2/J DEFGRID3
* xyz 1 1
C 2.26 -1.37 -0.15
C 1.99 0.24 -0.25
O 3.08 0.82 -1.05
C 0.56 0.60 -1.01
P -0.82 0.04 0.23
S -2.33 -1.08 -0.89
H 3.35 -1.52 0.25
H 1.50 -1.95 0.54
H 2.21 -1.89 -1.20
H 1.91 0.75 0.83
H 3.07 0.26 -1.91
H 0.55 1.77 -1.20
H 0.46 0.09 -2.07
H -0.32 -0.91 1.22
H -1.38 1.15 0.94
H -1.60 -2.24 -1.29
C 4.57 3.07 0.70
N 3.43 3.89 1.20
O 3.33 5.05 0.77
O 2.67 3.36 2.02
H 5.15 3.67 0.00
H 5.17 2.79 1.57
H 4.15 2.19 0.21
C -5.78 -2.26 -0.28
N -6.58 -3.22 0.53
O -7.09 -2.78 1.57
O -6.67 -4.38 0.11
H -5.79 -1.29 0.21
H -4.77 -2.66 -0.35
H -6.25 -2.20 -1.27
*
```

Summary:
LUMO ... -4.90 eV
E_HOMO ... -13.326 eV
Frontier orbital gap ... 8.4 eV